189
Properties=species:S:1:pos:R:3 method="wB97M-V/def2-TZVPD" molar_mass_g_mol=2073.63 charge=-5 e_lumo_ha=0.092 total_energy_ev=-310574.0185
C -11.421 -3.063 6.425
C -10.593 -2.934 5.042
N -10.017 -1.606 4.646
C -9.156 -1.883 3.347
C -11.215 -0.633 4.239
C -12.062 -0.973 3.043
C -9.222 -1.090 5.858
C -8.589 0.258 5.674
O -7.769 0.284 4.551
C -6.980 1.501 4.439
H -12.285 -2.399 6.414
H -10.770 -2.921 7.287
H -11.931 -4.019 6.540
H -11.366 -3.244 4.338
H -9.811 -3.686 5.148
H -9.834 -2.510 2.768
H -8.391 -2.634 3.541
H -8.885 -0.973 2.811
H -10.804 0.373 4.153
H -11.766 -0.774 5.169
H -12.878 -0.267 3.196
H -12.456 -1.981 3.170
H -11.569 -0.953 2.071
H -8.442 -1.816 6.092
H -9.836 -0.968 6.751
H -7.960 0.525 6.523
H -9.322 1.064 5.627
H -7.525 2.438 4.331
H -6.221 1.439 3.658
H -6.418 1.583 5.369
C 2.939 -3.873 12.124
C 4.315 -4.498 12.512
N 5.060 -5.294 11.388
C 4.139 -6.428 10.988
C 5.229 -4.360 10.149
C 5.968 -3.001 10.422
C 6.428 -5.699 12.033
C 7.495 -6.269 10.999
O 7.025 -7.195 10.092
C 7.997 -7.462 9.054
H 3.129 -3.253 11.248
H 2.711 -3.164 12.920
H 2.162 -4.602 11.895
H 4.183 -5.236 13.302
H 5.074 -3.764 12.784
H 3.917 -6.960 11.913
H 4.775 -7.081 10.391
H 3.272 -5.957 10.524
H 4.218 -4.354 9.741
H 5.839 -4.895 9.421
H 5.991 -2.357 9.543
H 7.003 -3.184 10.707
H 5.590 -2.360 11.219
H 6.209 -6.532 12.701
H 6.814 -4.857 12.607
H 8.210 -6.815 11.614
H 8.125 -5.473 10.604
H 8.287 -6.578 8.487
H 7.627 -8.147 8.291
H 8.912 -7.906 9.448
C -3.404 0.093 -10.015
N -3.654 -0.461 -11.509
C -2.418 -0.179 -12.386
C -3.803 -2.001 -11.462
C -4.892 0.256 -12.076
C -5.600 -0.483 -13.239
O -4.745 -0.638 -14.299
H -3.070 1.125 -10.121
H -2.664 -0.514 -9.495
H -4.330 0.070 -9.439
H -2.505 -0.901 -13.198
H -1.556 -0.439 -11.771
H -2.367 0.863 -12.702
H -3.027 -2.385 -10.799
H -3.682 -2.397 -12.470
H -4.797 -2.071 -11.020
H -4.679 1.280 -12.382
H -5.662 0.143 -11.313
H -6.378 0.210 -13.559
H -5.980 -1.468 -12.967
H -4.963 -1.286 -14.973
C 1.457 1.122 2.011
N 1.941 1.292 0.649
C 1.865 2.540 0.044
C 2.206 2.744 -1.288
C 2.696 1.596 -1.990
C 2.644 0.319 -1.409
C 2.268 0.183 -0.064
C 3.128 1.719 -3.388
C 4.388 1.333 -3.817
C 4.748 1.437 -5.200
N 3.919 2.081 -6.050
C 2.776 2.609 -5.640
C 2.316 2.291 -4.339
C 4.132 2.009 -7.541
H 2.182 0.467 2.493
H 0.437 0.805 1.795
H 1.486 2.062 2.562
H 1.576 3.350 0.698
H 2.255 3.726 -1.736
H 3.022 -0.546 -1.933
H 2.273 -0.703 0.554
H 5.016 0.955 -3.024
H 5.708 1.146 -5.602
H 2.100 3.075 -6.341
H 1.302 2.641 -4.215
H 3.904 1.016 -7.927
H 5.178 2.217 -7.768
H 3.522 2.746 -8.063
C -2.683 -5.325 7.347
F -2.578 -6.203 8.285
F -3.931 -5.373 6.941
F -2.411 -4.095 7.825
S -1.410 -5.802 5.885
O -1.119 -7.225 6.145
O -2.091 -5.464 4.624
O -0.140 -5.012 6.042
C -5.938 6.324 -7.000
F -7.027 6.793 -7.555
F -5.810 6.917 -5.860
F -5.908 4.921 -6.744
S -4.396 6.846 -8.048
O -4.705 6.320 -9.391
O -4.388 8.302 -8.030
O -3.234 6.219 -7.435
C 5.166 9.346 -12.817
F 6.262 10.087 -12.770
F 4.150 10.006 -13.345
F 5.296 8.179 -13.461
S 4.617 8.928 -11.041
O 5.557 7.952 -10.465
O 4.579 10.218 -10.279
O 3.276 8.320 -11.107
C -4.062 -1.079 -2.658
F -4.175 -0.562 -1.399
F -3.705 -0.090 -3.441
F -3.055 -2.016 -2.657
S -5.750 -1.937 -3.102
O -5.731 -3.181 -2.225
O -6.708 -0.948 -2.593
O -5.754 -2.241 -4.555
C -3.683 11.205 2.116
F -4.595 11.341 3.123
F -4.139 11.710 1.019
F -2.585 11.837 2.553
S -3.431 9.292 1.635
O -4.800 8.863 1.256
O -2.423 9.325 0.563
O -2.853 8.685 2.823
C 3.675 -5.191 -6.248
F 4.870 -4.662 -6.294
F 3.852 -6.515 -6.184
F 3.005 -4.740 -5.172
S 2.681 -4.696 -7.907
O 3.565 -5.110 -8.986
O 1.404 -5.378 -7.843
O 2.563 -3.209 -7.812
C 11.987 1.103 -12.958
F 13.032 0.584 -13.568
F 11.891 2.331 -13.475
F 10.932 0.458 -13.203
S 12.235 1.166 -11.015
O 11.268 2.071 -10.410
O 12.113 -0.234 -10.500
O 13.583 1.653 -10.823
C -4.340 5.584 10.186
F -4.606 5.669 8.888
F -3.855 6.744 10.622
F -5.492 5.218 10.805
S -2.919 4.288 10.587
O -1.734 4.809 9.854
O -2.660 4.430 12.028
O -3.349 2.953 10.179
C 7.357 -5.119 2.155
F 7.722 -4.297 3.176
F 6.633 -6.149 2.614
F 6.540 -4.532 1.255
S 8.905 -5.945 1.215
O 8.307 -7.012 0.471
O 9.479 -4.883 0.324
O 9.810 -6.321 2.249
C 7.908 4.575 2.045
F 8.944 3.856 2.476
F 8.395 5.722 1.563
F 7.266 3.922 1.090
S 6.649 4.887 3.492
O 7.514 5.622 4.440
O 5.642 5.738 2.902
O 6.117 3.591 3.963


15
Properties=species:S:1:pos:R:3 method="wB97M-V/def2-TZVPD" molar_mass_g_mol=117.10 charge=0 de_lowest_ev=4.7023 e_lumo_ha=0.017 total_energy_ev=-11890.5752
C 0.203 1.128 -0.537
C 1.115 0.184 0.167
C -0.693 -1.588 0.731
N -0.755 1.856 0.088
C 0.599 -1.281 0.033
O -1.611 1.000 -0.748
O 0.618 1.478 -1.743
O 1.257 -2.087 -0.568
H -0.096 1.995 -2.158
H -0.873 1.604 1.068
H 1.161 0.435 1.230
H 2.113 0.227 -0.262
H -0.625 -1.332 1.791
H -1.487 -0.975 0.289
H -0.928 -2.644 0.621


24
Properties=species:S:1:pos:R:3 method="wB97M-V/def2-TZVPD" molar_mass_g_mol=144.12 charge=0 de_lowest_ev=2.2940 e_lumo_ha=-0.013 total_energy_ev=-16639.7166
O -0.065 2.979 -1.524
H -0.013 2.044 -1.269
H -0.746 3.350 -0.954
O -1.927 0.761 2.269
H -1.831 0.161 1.517
H -2.783 0.545 2.658
O -0.089 -1.767 -2.909
H -0.236 -1.050 -2.279
H -0.360 -1.406 -3.761
O -2.463 -0.650 -0.422
H -3.045 -0.982 0.271
H -2.764 -1.095 -1.225
O 1.718 1.083 2.487
H 1.145 0.325 2.262
H 2.570 0.881 2.086
O 0.246 0.236 -0.573
H 0.524 -0.239 0.225
H -0.688 -0.020 -0.699
O 0.345 -1.329 1.898
H 0.022 -1.447 2.802
H 0.848 -2.132 1.706
O 3.429 0.235 -1.514
H 2.561 0.125 -1.107
H 3.604 -0.608 -1.945